Entry 1:
Formula: C24H42Cl6F2O21
Source: OMol25
Level of theory: the ωB97M-V functional and the def2-TZVPD basis

Geometry (Å):
O (-4.732, -5.154, 1.992)
C (-4.947, -4.085, 1.547)
O (-4.530, -3.612, 0.350)
C (-4.802, -2.213, 0.330)
C (-5.913, -2.058, 1.325)
F (-7.145, -2.263, 0.726)
O (-5.668, -3.117, 2.204)
H (-3.896, -1.636, 0.532)
H (-5.037, -1.912, -0.692)
H (-5.966, -1.101, 1.834)
O (-3.110, 0.411, -1.144)
C (-2.719, 0.814, -2.176)
O (-1.570, 1.492, -2.353)
C (-1.263, 1.447, -3.773)
C (-2.678, 1.411, -4.320)
F (-2.717, 0.684, -5.491)
O (-3.366, 0.672, -3.358)
H (-0.667, 2.296, -4.079)
H (-0.759, 0.501, -3.964)
H (-3.114, 2.376, -4.574)
C (-0.233, -4.647, -4.912)
O (-0.216, -3.342, -4.354)
C (-1.162, -2.881, -3.562)
O (-1.084, -1.774, -3.104)
O (-2.142, -3.752, -3.388)
C (-3.305, -3.248, -2.728)
H (0.598, -4.726, -5.610)
H (-1.142, -4.821, -5.484)
H (-0.051, -5.401, -4.147)
H (-3.080, -2.795, -1.765)
H (-3.921, -4.107, -2.473)
H (-3.846, -2.552, -3.365)
C (-0.771, 3.682, 2.827)
O (0.335, 4.316, 3.464)
C (0.388, 4.240, 4.790)
O (-0.452, 3.805, 5.514)
O (1.551, 4.761, 5.177)
C (1.785, 4.692, 6.574)
H (-0.857, 4.156, 1.850)
H (-1.714, 3.902, 3.325)
H (-0.569, 2.621, 2.707)
H (1.035, 5.276, 7.119)
H (2.709, 5.232, 6.763)
H (1.780, 3.672, 6.942)
C (5.014, -4.017, 0.050)
O (4.280, -4.974, -0.725)
C (3.356, -4.560, -1.561)
O (2.803, -5.310, -2.307)
O (3.173, -3.240, -1.494)
C (2.111, -2.743, -2.306)
H (5.510, -3.270, -0.568)
H (5.777, -4.591, 0.568)
H (4.348, -3.547, 0.773)
H (1.133, -2.804, -1.828)
H (2.043, -3.288, -3.243)
H (2.356, -1.708, -2.511)
C (0.608, 4.085, -0.909)
O (2.015, 3.952, -1.104)
C (2.848, 4.102, -0.106)
O (4.022, 3.881, -0.201)
O (2.234, 4.531, 0.989)
C (3.031, 4.626, 2.177)
H (0.348, 5.100, -0.617)
H (0.274, 3.384, -0.144)
H (0.184, 3.806, -1.866)
H (3.424, 3.670, 2.515)
H (2.340, 4.994, 2.932)
H (3.853, 5.326, 2.034)
C (1.167, -1.015, 3.806)
O (2.182, -0.243, 3.169)
C (2.811, -0.870, 2.182)
O (2.671, -2.026, 1.903)
O (3.648, -0.025, 1.603)
C (4.312, -0.481, 0.427)
H (0.472, -0.362, 4.318)
H (1.626, -1.737, 4.482)
H (0.622, -1.606, 3.067)
H (4.797, -1.446, 0.556)
H (5.052, 0.283, 0.205)
H (3.635, -0.506, -0.427)
Cl (2.284, 2.736, -3.974)
C (2.593, 1.095, -3.338)
Cl (1.452, 0.626, -2.082)
H (2.487, 0.445, -4.198)
H (3.607, 1.108, -2.956)
Cl (-0.822, 0.368, 1.178)
C (-0.434, -0.978, 0.101)
Cl (-1.321, -2.445, 0.577)
H (-0.788, -0.740, -0.892)
H (0.625, -1.190, 0.185)
Cl (-4.369, 3.091, 3.831)
C (-4.130, 1.914, 2.531)
Cl (-4.139, 2.651, 0.917)
H (-3.175, 1.426, 2.664)
H (-4.987, 1.256, 2.541)

Properties
HOMO energy: -10.700 eV
SMILES string: O=C1OC[C@@H](F)O1.O=C1OC[C@@H](F)O1.COC(=O)OC.COC(=O)OC.COC(=O)OC.COC(=O)OC.COC(=O)OC.ClCCl.ClCCl.ClCCl
Kohn-Sham gap: 11.00 eV
DFT total energy: -149136.758 eV

---

Entry 2:
Formula: C10H15FN
Source: OMol25
Level of theory: the ωB97M-V functional and the def2-TZVPD basis

Geometry (Å):
C (-3.530, 0.880, -0.246)
C (-3.001, 0.882, 1.038)
C (-2.887, 0.186, -1.261)
C (-1.865, 0.153, 1.327)
C (-1.735, -0.531, -0.991)
C (-1.240, -0.590, 0.320)
C (2.856, -1.159, 0.729)
C (2.136, 1.620, -0.947)
C (-0.139, -1.469, 0.652)
C (1.666, -0.274, 0.622)
N (1.458, 0.328, -0.713)
F (0.213, -2.363, -0.290)
H (-4.451, 1.402, -0.449)
H (-3.497, 1.436, 1.819)
H (-3.299, 0.178, -2.258)
H (-1.471, 0.124, 2.331)
H (-1.269, -1.120, -1.770)
H (2.859, -1.911, -0.059)
H (3.789, -0.591, 0.679)
H (2.849, -1.673, 1.682)
H (1.845, 2.024, -1.911)
H (1.857, 2.330, -0.171)
H (3.212, 1.490, -0.931)
H (-0.075, -1.894, 1.646)
H (1.506, 0.447, 1.413)
H (0.434, 0.450, -0.851)
H (1.778, -0.357, -1.411)

Properties
Charge: +1
HOMO energy: -12.375 eV
Kohn-Sham gap: 9.09 eV
DFT total energy: -14813.025 eV

---

Entry 3:
Formula: C13H13N3O3S
Source: OMol25
Level of theory: the ωB97M-V functional and the def2-TZVPD basis

Geometry (Å):
C (-5.645, -1.503, 0.552)
C (-4.391, -0.775, 0.180)
C (-3.309, -1.466, -0.357)
C (-2.140, -0.802, -0.683)
C (-2.058, 0.560, -0.473)
S (-0.546, 1.426, -0.844)
O (-0.846, 2.761, -1.256)
O (0.299, 0.590, -1.651)
N (0.158, 1.467, 0.745)
N (1.332, 0.708, 0.787)
C (2.506, 1.282, 0.371)
O (2.632, 2.487, 0.316)
C (3.604, 0.317, 0.117)
C (4.901, 0.609, 0.531)
C (5.910, -0.298, 0.259)
C (5.579, -1.462, -0.421)
N (4.358, -1.728, -0.854)
C (3.398, -0.860, -0.604)
C (-3.117, 1.269, 0.056)
C (-4.283, 0.598, 0.381)
H (-5.545, -1.921, 1.554)
H (-5.834, -2.325, -0.135)
H (-6.501, -0.833, 0.550)
H (-3.386, -2.530, -0.523)
H (-1.297, -1.318, -1.116)
H (0.416, 2.430, 0.954)
H (1.170, -0.275, 0.623)
H (5.094, 1.531, 1.059)
H (6.926, -0.110, 0.567)
H (6.325, -2.213, -0.643)
H (2.428, -1.094, -1.026)
H (-3.017, 2.334, 0.191)
H (-5.119, 1.144, 0.792)

Properties
HOMO energy: -9.665 eV
SMILES string: Cc1ccc(S(=O)(=O)NNC(=O)c2cccnc2)cc1
Kohn-Sham gap: 10.11 eV
DFT total energy: -35139.078 eV

---

Entry 4:
Formula: C8H7BrO3
Source: OMol25
Level of theory: the ωB97M-V functional and the def2-TZVPD basis

Geometry (Å):
C (-1.793, -0.913, 1.464)
C (-1.785, -1.566, 0.003)
O (-0.473, -1.739, -0.586)
C (0.225, -0.516, -0.725)
C (-0.357, 0.733, -1.074)
C (0.568, 2.014, -1.138)
O (0.236, 3.007, -1.828)
C (1.909, 1.987, -0.248)
C (2.503, 0.754, 0.082)
Br (4.160, 0.598, 1.140)
C (1.804, -0.587, -0.406)
O (2.447, -1.660, -0.499)
H (-2.874, -0.547, 1.647)
H (-1.599, -1.682, 2.296)
H (-1.131, 0.006, 1.584)
H (-2.221, -2.627, 0.123)
H (-2.519, -0.997, -0.682)
H (-1.472, 0.779, -1.264)
H (2.372, 2.958, 0.112)

Properties
HOMO energy: -9.869 eV
SMILES string: CCOC1=CC(=O)C=C(Br)C1=O
Kohn-Sham gap: 8.31 eV
DFT total energy: -84590.735 eV

---

Entry 5:
Formula: C8H13MnNP
Source: OMol25
Level of theory: the ωB97M-V functional and the def2-TZVPD basis

Geometry (Å):
C (1.197, -0.311, -1.435)
C (0.132, -0.228, -2.424)
C (-0.701, -1.380, -2.280)
C (-0.376, -1.991, -1.040)
C (0.816, -1.354, -0.489)
Mn (-0.663, 0.166, -0.518)
P (-0.315, 2.581, 0.091)
H (2.056, 0.354, -1.395)
H (-0.087, 0.578, -3.121)
H (-1.469, -1.713, -2.989)
H (1.251, -1.630, 0.467)
H (-0.945, -2.813, -0.629)
H (-1.207, 3.141, 1.026)
H (-0.089, 3.846, -0.456)
H (0.800, 2.770, 0.933)
C (-1.559, -1.336, 4.547)
C (-0.248, -0.778, 3.912)
C (-0.531, -0.148, 2.640)
N (-0.789, 0.115, 1.523)
H (-2.429, -0.714, 4.274)
H (-1.485, -1.372, 5.644)
H (-1.807, -2.336, 4.151)
H (0.278, -0.070, 4.583)
H (0.516, -1.548, 3.704)

Properties
Charge: -1
HOMO energy (spin up / spin down): 0.562 / -2.175 eV
<S²>: 8.842
Kohn-Sham gap (spin up / spin down): 2.84 / 5.46 eV
DFT total energy: -50601.250 eV
Multiplicity: 6